(1)
{"formula": "C4H8BrF", "method": "wB97M-V/def2-TZVPD", "max_force_ha_per_bohr": 0.069, "smiles": "CC(C)(F)CBr", "molar_mass_g_mol": 155.01, "lumo_ev": 0.82, "total_charge": 0, "e_homo_ha": -0.3721, "symbols": ["C", "C", "C", "C", "F", "Br", "H", "H", "H", "H", "H", "H", "H", "H"], "coordinates": [[-1.37087, 0.12021, 0.73346], [0.03136, -0.09841, -1.47660], [1.04632, -0.32485, 0.79712], [-0.04444, 0.26285, -0.03651], [0.17730, 1.59330, -0.02287], [2.87629, -0.28947, 0.01358], [-1.32548, 0.24225, 1.79962], [-1.93703, -0.82160, 0.70168], [-1.79043, 0.97445, 0.34177], [1.04253, 0.15753, -1.89250], [-0.09613, -1.22650, -1.74719], [-0.64395, 0.46049, -2.14735], [0.86097, -1.37224, 1.13872], [1.17356, 0.32198, 1.79707]], "atomic_forces_ev_per_a": [[0.7, -2.0, 0.1], [0.3, -2.2, -2.8], [1.5, 0.0, 3.2], [0.2, -1.6, 0.9], [0.5, 2.6, 0.1], [-0.6, -0.1, 0.3], [0.9, 0.5, 0.6], [0.1, 0.4, -1.0], [-2.3, 1.5, -0.7], [-0.8, -0.2, 0.7], [0.1, 1.9, 0.9], [-0.2, -0.2, 0.7], [0.1, 0.8, -0.6], [-0.4, -1.4, -2.3]]}

---

(2)
{"formula": "C4H8BrI", "method": "wB97M-V/def2-TZVPD", "max_force_ha_per_bohr": 0.059, "smiles": "C[C@@H](Br)[C@@H](C)I", "molar_mass_g_mol": 262.92, "lumo_ev": 0.26, "total_charge": 0, "e_homo_ha": -0.3585, "symbols": ["C", "C", "C", "C", "Br", "I", "H", "H", "H", "H", "H", "H", "H", "H"], "coordinates": [[1.36275, -0.83980, -0.01364], [-1.50243, -0.05623, -0.70822], [0.72557, 0.54549, 0.38434], [-0.78493, 0.55227, 0.48401], [1.27832, 1.77402, -1.03532], [-1.26395, -0.42549, 2.38729], [1.42733, -0.99672, -1.11146], [0.77057, -1.56567, 0.53508], [2.43731, -1.03083, 0.22015], [-1.24241, -1.10119, -0.74806], [-2.47671, 0.26977, -0.59058], [-0.99331, 0.28458, -1.56596], [1.19169, 0.96444, 1.30335], [-0.92979, 1.62535, 0.45902]], "atomic_forces_ev_per_a": [[0.5, 0.4, 0.0], [2.5, -0.7, 1.6], [2.2, -1.4, 0.0], [1.2, 0.3, -0.4], [0.0, 0.5, -0.1], [-0.1, 0.6, -0.6], [-1.0, 0.0, 0.6], [0.1, -0.6, -0.4], [-0.8, 0.8, 0.6], [-1.0, -0.7, 0.3], [-2.2, -0.2, -0.5], [0.1, 1.1, -1.3], [-0.4, -0.4, -0.7], [-1.1, 0.2, 0.9]]}

---

(3)
{"formula": "C4H8BrN", "method": "wB97M-V/def2-TZVPD", "max_force_ha_per_bohr": 0.082, "smiles": "[H]/N=C/C(=C)C.Br", "molar_mass_g_mol": 150.02, "lumo_ev": 0.41, "total_charge": 0, "e_homo_ha": -0.3605, "symbols": ["C", "C", "C", "C", "N", "Br", "H", "H", "H", "H", "H", "H", "H", "H"], "coordinates": [[0.60259, 0.20316, 1.02193], [-1.52207, -0.68400, -0.20673], [0.83088, -1.36807, -0.73611], [-0.02711, -0.60925, -0.01316], [0.10096, 1.22640, 1.49752], [-1.23056, 3.58737, -0.34171], [1.70637, -0.29479, 1.28605], [-1.83386, -0.33935, -1.15846], [-2.17073, -0.03460, 0.54594], [-1.77386, -1.68348, -0.13947], [0.33243, -1.81428, -1.54219], [1.88743, -1.28353, -0.53715], [-0.68918, 2.80693, 0.71616], [0.63532, 1.59269, 2.24308]], "atomic_forces_ev_per_a": [[3.1, -2.8, -0.4], [-0.4, 3.1, 2.0], [-1.5, 2.0, 1.4], [0.8, -0.7, -0.4], [-1.3, 1.0, 0.6], [-0.2, 0.4, -0.4], [-2.6, 1.6, -0.2], [-0.1, 0.4, -1.1], [1.7, -1.5, -1.3], [-0.9, -2.1, 0.3], [0.3, -1.3, -1.3], [0.1, -0.4, -0.4], [0.0, -0.5, 0.1], [0.9, 0.7, 0.9]]}

---

(4)
{"formula": "C4H8BrN2", "method": "wB97M-V/def2-TZVPD", "max_force_ha_per_bohr": 0.053, "molar_mass_g_mol": 164.03, "lumo_ev": -4.80, "total_charge": 1, "e_homo_ha": -0.4416, "symbols": ["C", "C", "C", "C", "N", "N", "Br", "H", "H", "H", "H", "H", "H", "H", "H"], "coordinates": [[0.29908, 0.67405, -0.13996], [-0.94268, -1.36559, -0.09053], [2.55609, -0.45687, -0.00386], [-2.09077, 0.62022, -0.10279], [-0.83188, -0.10715, -0.17269], [1.62013, 0.38816, 0.24766], [4.30298, 0.05874, 0.21351], [0.06110, 1.70861, 0.16589], [-1.98026, -1.79062, -0.07221], [-0.05975, -1.92870, -0.27204], [2.41378, -1.53992, -0.21570], [-1.88539, 1.64605, 0.30651], [-2.69425, 0.81849, -0.96591], [-2.83074, 0.04171, 0.41809], [2.06257, 1.23280, 0.68403]], "atomic_forces_ev_per_a": [[-0.1, 2.0, 0.9], [-1.1, -2.2, -0.8], [0.1, -2.4, 0.3], [-0.7, 2.5, 0.8], [0.4, 1.1, 0.5], [-0.4, 1.3, -0.3], [0.4, 0.0, 0.2], [0.2, -0.9, -0.4], [1.5, 0.2, 0.0], [0.3, -0.8, 0.3], [-0.2, 1.2, -0.3], [-0.5, -1.3, 0.1], [0.9, -0.2, -1.6], [0.2, -0.1, 1.2], [-0.8, -0.5, -0.8]]}

---

Number 1: Kohn-Sham gap 10.9 eV. Number 2: Kohn-Sham gap 10.0 eV. Number 3: Kohn-Sham gap 10.2 eV. Number 4: Kohn-Sham gap 7.2 eV.